A cluster of 8 separate species, H16O8 in total at a distorted geometry. Source: the OMol25 dataset; level of theory: ωB97M-V with the def2-TZVPD basis set.

Last column: Löwdin charge in e.
Positions of all 24 atoms, in Å:
O1 -2.11384 -0.28906 -1.42991  -0.13
H1 -2.89807 0.13010 -1.99756  0.11
H2 -2.36390 0.03864 -0.50906  0.02
O2 1.90827 -0.52289 -1.88635  -0.05
H3 1.07583 -0.26948 -2.34618  0.08
H4 2.32968 -1.31416 -2.26874  0.08
O3 0.31367 2.51346 -1.09158  0.02
H5 -0.30310 2.96853 -1.60933  0.02
H6 1.00825 3.08220 -0.96552  -0.01
O4 3.19214 1.24260 -0.03682  0.08
H7 3.47312 1.84189 -0.54298  -0.08
H8 2.69806 0.75355 -0.62102  -0.05
O5 0.26972 -0.35366 0.43766  -0.05
H9 -0.60392 -0.02347 0.11568  0.03
H10 0.82766 -0.13312 -0.29416  -0.02
O6 -2.85494 -0.57218 1.30625  -0.04
H11 -2.45879 -0.15312 2.08586  0.09
H12 -3.79409 -0.38921 1.46624  0.08
O7 1.51394 -0.30501 3.00592  -0.11
H13 0.83572 -1.05020 3.16954  0.07
H14 1.43165 -0.12288 2.05469  -0.01
O8 -1.26439 -2.79946 0.67679  -0.06
H15 -1.72761 -1.98470 0.83192  -0.05
H16 -0.49508 -2.28837 0.44867  -0.01

Results
- Energy above the lowest of the compared OMol25 structures with the same formula, charge and spin: 82.86 kcal/mol
- Charge: 0
- SMILES: O.O.O.O.O.O.O.O
- Frontier orbital gap: 10.21 eV
- F_max: 10.7 eV/Å
- Energy: -611.450563 Ha
- Molecular weight: 144.120 g mol⁻¹
- HOMO energy: -0.3776 Eh


A cluster of 2 separate species, C10H3F4N2O3 in total at a distorted geometry. Source: the OMol25 dataset; level of theory: ωB97M-V with the def2-TZVPD basis set.

Last column: Löwdin charge in e.
Positions of all 22 atoms, in Å:
F1 3.21112 0.32961 1.20245  0.13
C1 2.02483 0.07616 1.78450  -0.10
C2 1.27111 1.07516 2.30868  -0.12
F2 1.72551 2.33843 2.43317  0.11
C3 -0.06689 0.88081 2.84160  -0.26
O1 -0.76895 1.81717 3.25296  0.13
C4 -0.56492 -0.47822 2.71109  -0.12
F3 -1.80671 -0.65003 3.20734  0.11
C5 0.16228 -1.49966 2.19273  -0.10
F4 -0.38433 -2.71236 1.99049  0.13
C6 1.57418 -1.33544 1.77395  -0.27
O2 2.30945 -2.28696 1.45563  0.07
N1 1.24704 -1.57135 -0.62932  -0.01
C7 0.56192 -1.03700 -1.69254  -0.25
N2 0.82971 -1.66362 -2.88960  0.04
C8 1.72427 -2.64284 -2.58806  -0.31
C9 2.27316 -3.56285 -3.63513  -0.28
O3 2.04163 -3.59824 -4.82809  -0.02
C10 1.99152 -2.58682 -1.15248  -0.12
H1 -0.12611 -0.20536 -1.62141  0.07
H2 2.98807 -4.29326 -3.19285  0.10
H3 2.68253 -3.27792 -0.66749  0.09

Results
- Energy above the lowest of the compared OMol25 structures with the same formula, charge and spin: 0.00 kcal/mol
- Charge: -1
- Frontier orbital gap: 4.76 eV
- F_max: 3.8 eV/Å
- Energy: -1117.540266 Ha
- Molecular weight: 275.137 g mol⁻¹
- HOMO energy: -0.1573 Eh


The molecule C2H4NP at a distorted geometry. Source: the OMol25 dataset; level of theory: ωB97M-V with the def2-TZVPD basis set.

Last column: Löwdin charge in e.
Positions of all 8 atoms, in Å:
C1 -1.51512 0.05962 1.94449  -0.01
C2 0.83588 0.01721 -1.38109  -0.29
N1 -0.63296 0.08297 1.07040  -0.42
P1 0.87881 0.56128 0.52557  0.78
H1 -2.09417 -0.70794 2.40424  0.03
H2 0.39559 0.83366 -1.77064  -0.05
H3 0.31565 -0.82830 -1.06230  -0.03
H4 1.81634 -0.01851 -1.73067  -0.01

Results
- Energy above the lowest of the compared OMol25 structures with the same formula, charge and spin: 59.83 kcal/mol
- Charge: 0
- Frontier orbital gap (alpha / beta): 7.21 / 7.38 eV
- F_max: 4.4 eV/Å
- Energy: -474.578340 Ha
- Molecular weight: 73.035 g mol⁻¹
- HOMO energy (alpha / beta): -0.2759 / -0.2729 Eh


A cluster of 6 separate species, H12O6 in total. Source: the OMol25 dataset; level of theory: ωB97M-V with the def2-TZVPD basis set.

Last column: Löwdin charge in e.
Positions of all 18 atoms, in Å:
H1 0.49770 0.90331 -0.05762  0.01
H2 0.22189 2.34458 0.33825  0.05
H3 -3.92301 -1.16465 -1.91178  0.03
H4 -3.46359 -0.88370 -0.49050  -0.01
H5 0.71152 -2.19694 -1.25479  0.06
H6 0.48660 -1.34094 -0.01918  0.04
H7 -3.85042 0.35955 2.09241  0.04
H8 -4.42222 1.44533 1.19566  0.05
H9 3.59767 -1.70676 1.65240  0.03
H10 2.86865 -2.05796 0.36585  -0.02
H11 3.64634 2.01272 -0.90089  0.04
H12 2.46939 2.10582 0.05626  0.00
O1 0.33865 1.77710 -0.43203  -0.05
O2 -3.15872 -1.24567 -1.33016  -0.07
O3 1.11966 -1.50038 -0.72827  -0.04
O4 -3.84978 0.67005 1.17995  -0.05
O5 3.72046 -2.15270 0.80680  -0.07
O6 2.98921 2.63124 -0.56237  -0.07

Results
- Energy above the lowest of the compared OMol25 structures with the same formula, charge and spin: 38.74 kcal/mol
- Charge: 0
- SMILES: O.O.O.O.O.O
- Frontier orbital gap: 10.84 eV
- F_max: 0.5 eV/Å
- Energy: -458.610741 Ha
- Molecular weight: 108.090 g mol⁻¹
- HOMO energy: -0.3941 Eh


A structure of composition C9H21O10V at a distorted geometry. Source: the OMol25 dataset; level of theory: ωB97M-V with the def2-TZVPD basis set.

Last column: Mulliken spin population.
Positions of all 41 atoms, in Å:
V1 -4.37389 8.78004 17.96776  1.88
O1 -4.52777 10.57031 18.80528  -0.04
H1 -5.06451 11.27496 19.21747  0.00
O2 -4.66740 7.35002 16.65808  0.59
H2 -4.98963 6.66523 16.04022  -0.01
O3 -2.93294 7.80709 18.88828  0.58
H3 -2.26985 7.16642 19.21134  -0.02
C1 -1.19744 8.60201 14.73705  0.00
O4 -1.44778 9.98712 14.85640  0.00
C2 -2.28885 10.42844 15.80902  0.01
O5 -2.93969 9.72149 16.58929  0.00
O6 -2.45916 11.71406 15.62410  0.00
C3 -3.32314 12.39796 16.53940  0.00
H4 -0.91250 8.15867 15.69117  0.00
H5 -0.35685 8.49084 14.05210  0.00
H6 -1.95421 8.02416 14.20649  0.00
H7 -3.32177 13.44288 16.22915  0.00
H8 -2.90059 12.49154 17.53979  0.00
H9 -4.33405 11.99848 16.62059  0.00
C4 -5.62779 5.52604 20.30558  0.00
O7 -6.63406 6.47039 20.71587  0.00
C5 -6.70394 7.64113 20.15262  0.01
O8 -5.93951 8.07623 19.28096  -0.01
O9 -7.82766 8.14774 20.64031  0.00
C6 -8.19559 9.42149 20.20378  0.00
H10 -5.62971 4.57802 20.84350  0.00
H11 -4.59780 5.87849 20.25072  0.00
H12 -5.94426 5.26103 19.29676  0.00
H13 -9.27370 9.54130 20.31068  0.00
H14 -7.99108 9.63924 19.15552  0.00
H15 -7.74742 10.25864 20.73897  0.00
C7 -5.82263 11.01014 14.67780  0.00
C8 -6.58496 10.31050 15.76438  -0.01
O10 -5.96058 9.65566 16.57856  0.01
C9 -8.05902 10.51230 15.86681  0.00
H16 -6.40661 10.90307 13.76369  0.00
H17 -4.86351 10.51262 14.53400  0.00
H18 -5.57785 12.04266 14.92695  0.00
H19 -8.69800 9.67080 15.59908  0.00
H20 -8.34145 11.37340 15.26112  0.00
H21 -8.33720 10.73145 16.89767  0.00

Results
- Energy above the lowest of the compared OMol25 structures with the same formula, charge and spin: 0.00 kcal/mol
- Charge: +1
- Expectation value of S²: 3.80
- Frontier orbital gap (alpha / beta): 8.90 / 5.57 eV
- F_max: 3.2 eV/Å
- Energy: -2051.653137 Ha
- Molecular weight: 340.201 g mol⁻¹
- Spin multiplicity: 4
- HOMO energy (alpha / beta): -0.4567 / -0.4725 Eh


A cluster of 2 separate species, C2H8S4Si in total at a distorted geometry. Source: the OMol25 dataset; level of theory: ωB97M-V with the def2-TZVPD basis set.

Last column: Löwdin charge in e.
Positions of all 15 atoms, in Å:
C1 -0.45189 -0.91701 -0.73180  -0.22
C2 -1.47130 0.16772 -0.97646  -0.72
Si1 2.15785 0.09949 -0.04259  -0.32
S1 -1.59916 1.31759 0.42838  0.60
S2 3.67903 -1.45256 -0.03021  0.36
S3 2.25330 1.42444 1.63693  0.34
S4 2.42980 1.38663 -1.73001  0.32
H1 -0.59909 -1.41093 0.23798  0.01
H2 -0.19792 -1.38005 -1.77417  0.08
H3 -2.57211 -0.32323 -1.00323  0.10
H4 -1.33102 0.71997 -1.98238  0.09
H5 -1.53619 0.27851 1.38738  -0.09
H6 2.63969 -2.35300 0.02528  -0.19
H7 1.55707 2.48874 1.18008  -0.19
H8 1.34669 2.14053 -1.24806  -0.17

Results
- Energy above the lowest of the compared OMol25 structures with the same formula, charge and spin: 62.62 kcal/mol
- Charge: 0
- Frontier orbital gap: 7.35 eV
- F_max: 2.6 eV/Å
- Energy: -1963.202315 Ha
- Molecular weight: 188.440 g mol⁻¹
- HOMO energy: -0.2931 Eh


> The lowest charge belongs to which entry?

C10H3F4N2O3


> Among the records above, which one has the lowest energy?

C9H21O10V


Copy entry 1 word for word.
A cluster of 8 separate species, H16O8 in total at a distorted geometry. Source: the OMol25 dataset; level of theory: ωB97M-V with the def2-TZVPD basis set.

Last column: Löwdin charge in e.
Positions of all 24 atoms, in Å:
O1 -2.11384 -0.28906 -1.42991  -0.13
H1 -2.89807 0.13010 -1.99756  0.11
H2 -2.36390 0.03864 -0.50906  0.02
O2 1.90827 -0.52289 -1.88635  -0.05
H3 1.07583 -0.26948 -2.34618  0.08
H4 2.32968 -1.31416 -2.26874  0.08
O3 0.31367 2.51346 -1.09158  0.02
H5 -0.30310 2.96853 -1.60933  0.02
H6 1.00825 3.08220 -0.96552  -0.01
O4 3.19214 1.24260 -0.03682  0.08
H7 3.47312 1.84189 -0.54298  -0.08
H8 2.69806 0.75355 -0.62102  -0.05
O5 0.26972 -0.35366 0.43766  -0.05
H9 -0.60392 -0.02347 0.11568  0.03
H10 0.82766 -0.13312 -0.29416  -0.02
O6 -2.85494 -0.57218 1.30625  -0.04
H11 -2.45879 -0.15312 2.08586  0.09
H12 -3.79409 -0.38921 1.46624  0.08
O7 1.51394 -0.30501 3.00592  -0.11
H13 0.83572 -1.05020 3.16954  0.07
H14 1.43165 -0.12288 2.05469  -0.01
O8 -1.26439 -2.79946 0.67679  -0.06
H15 -1.72761 -1.98470 0.83192  -0.05
H16 -0.49508 -2.28837 0.44867  -0.01

Results
- Energy above the lowest of the compared OMol25 structures with the same formula, charge and spin: 82.86 kcal/mol
- Charge: 0
- SMILES: O.O.O.O.O.O.O.O
- Frontier orbital gap: 10.21 eV
- F_max: 10.7 eV/Å
- Energy: -611.450563 Ha
- Molecular weight: 144.120 g mol⁻¹
- HOMO energy: -0.3776 Eh